No. 1
Below is a 14-piece molecular cluster, C6H41NO14 overall in a non-equilibrium geometry, with properties calculated with ωB97M-V/def2-TZVPD.

```
62
Properties=species:S:1:pos:R:3
C 1.102 1.358 -2.346
O 0.322 2.433 -2.872
C 1.324 1.600 -0.833
C 0.726 0.573 0.105
C -0.785 0.576 0.323
C -1.276 0.502 1.756
C -1.512 -0.872 2.369
N -1.162 -1.088 3.761
H 2.021 1.242 -2.915
H 0.620 0.412 -2.569
H -0.628 2.171 -2.803
H 0.706 2.496 -0.701
H 2.391 1.744 -0.660
H 1.007 -0.458 -0.158
H 1.370 0.490 1.001
H -1.189 -0.188 -0.355
H -1.195 1.462 -0.173
H -2.182 1.124 1.753
H -0.669 1.126 2.427
H -2.599 -0.988 2.294
H -0.934 -1.595 1.813
H -0.727 -1.968 3.964
H -1.788 -0.850 4.513
H -3.985 0.678 0.704
H -3.652 1.216 -0.708
O -4.370 1.088 -0.076
H 1.988 -2.391 0.888
H 0.712 -2.763 1.675
O 1.084 -2.734 0.792
H 2.423 -3.089 -2.226
H 1.733 -1.784 -2.830
O 2.155 -2.183 -2.065
H -0.986 -1.670 -3.865
H -0.903 -0.293 -3.365
O -0.366 -0.930 -3.860
H -2.562 -1.642 -0.881
H -3.466 -0.601 -1.603
O -3.163 -1.512 -1.624
H 1.690 3.127 0.754
H 1.839 2.286 1.921
O 1.876 3.229 1.700
H 2.047 1.320 4.454
H 3.018 2.012 3.490
O 2.820 1.163 3.902
H 4.245 -0.365 0.445
H 4.321 -1.551 -0.417
O 4.690 -1.226 0.418
H -2.628 2.471 -3.034
H -2.148 3.151 -1.788
O -2.249 2.221 -2.177
H -0.630 4.373 -2.195
H -1.034 4.604 -0.786
O -1.431 4.533 -1.666
H 3.314 -1.533 1.699
H 2.587 -0.759 2.983
O 2.591 -0.992 2.051
H -1.933 -4.403 0.741
H -1.376 -3.089 0.792
O -2.255 -3.490 0.769
H -1.006 -3.034 -1.899
H 0.309 -3.152 -1.072
O -0.240 -3.591 -1.733
```

Properties
E_HOMO in eV: -9.30
Orbital gap in eV: 9.44
Molecular weight in g/mol: 351.4
Energy relative to the best compared isomer or geometry (same formula, charge and spin) in eV: 4.029

natural (NBO) charges in e: C -0.070; O -0.789; C -0.444; C -0.463; C -0.409; C -0.426; C -0.193; N -0.872; H 0.179; H 0.176; H 0.491; H 0.190; H 0.210; H 0.236; H 0.235; H 0.189; H 0.206; H 0.190; H 0.214; H 0.182; H 0.168; H 0.364; H 0.371; H 0.469; H 0.478; O -0.945; H 0.498; H 0.472; O -0.968; H 0.484; H 0.502; O -0.983; H 0.481; H 0.470; O -0.943; H 0.475; H 0.476; O -0.951; H 0.475; H 0.468; O -0.949; H 0.480; H 0.487; O -0.960; H 0.479; H 0.484; O -0.942; H 0.479; H 0.506; O -1.006; H 0.506; H 0.487; O -0.931; H 0.496; H 0.516; O -1.019; H 0.475; H 0.458; O -0.932; H 0.466; H 0.500; O -0.973

=====

No. 2
Below is a 14-piece molecular cluster, C6H41NO14 overall in a non-equilibrium geometry, with properties calculated with ωB97M-V/def2-TZVPD.

```
62
Properties=species:S:1:pos:R:3
C 0.811 -1.894 -0.359
C 0.461 -0.443 -0.697
C 0.116 0.504 0.458
C -1.163 0.066 1.303
C -1.657 0.719 2.568
N -0.449 -0.186 -1.804
C 0.051 -0.659 -3.065
O 0.202 -2.056 -3.106
H 1.364 -1.849 0.643
H 1.385 -2.479 -1.062
H 0.055 -2.658 -0.143
H 1.488 -0.054 -0.917
H 0.987 0.597 1.059
H 0.077 1.563 0.252
H -1.040 -1.056 1.225
H -2.021 0.134 0.633
H -2.750 0.649 2.681
H -1.191 0.336 3.457
H -1.233 1.779 2.490
H -1.395 -0.563 -1.595
H 1.097 -0.343 -3.107
H -0.575 -0.301 -3.895
H -0.684 -2.465 -2.989
H -0.600 4.503 1.040
H -0.824 3.841 -0.440
O -1.014 3.808 0.530
H 1.358 3.299 0.913
H 2.527 3.072 -0.127
O 2.000 2.668 0.589
H -2.430 -2.322 1.984
H -3.911 -2.359 2.169
O -3.240 -2.433 1.485
H 3.856 -0.427 -0.889
H 3.233 -1.290 -1.900
O 3.995 -0.706 -1.782
H -3.521 -1.103 -1.929
H -3.260 -2.424 -2.222
O -3.215 -1.588 -2.746
H 2.394 -0.884 2.261
H 1.396 -0.382 3.355
O 1.606 -1.094 2.761
H 2.470 1.430 1.599
H 2.810 1.302 3.130
O 3.084 0.977 2.276
H 3.792 1.714 -2.032
H 2.264 1.465 -1.903
O 2.921 2.122 -2.149
H -2.924 2.291 0.532
H -2.807 0.992 -0.465
O -3.309 1.717 -0.125
H 4.563 0.881 1.032
H 4.021 2.014 0.170
O 4.369 1.127 0.118
H -2.448 -4.395 -1.126
H -3.280 -3.633 -0.030
O -3.200 -3.816 -0.974
H -2.414 3.643 -1.828
H -1.078 3.262 -2.651
O -1.451 3.700 -1.879
H -0.248 -2.736 2.480
H -0.782 -4.006 1.950
O -0.639 -3.568 2.794
```

Properties
E_HOMO in eV: -9.26
Orbital gap in eV: 9.16
Molecular weight in g/mol: 351.4
Energy relative to the best compared isomer or geometry (same formula, charge and spin) in eV: 4.384

natural (NBO) charges in e: C -0.666; C -0.051; C -0.404; C -0.397; C -0.633; N -0.666; C 0.092; O -0.744; H 0.222; H 0.235; H 0.194; H 0.178; H 0.193; H 0.235; H 0.173; H 0.179; H 0.225; H 0.201; H 0.217; H 0.364; H 0.164; H 0.174; H 0.471; H 0.464; H 0.511; O -1.013; H 0.500; H 0.511; O -0.975; H 0.492; H 0.483; O -0.966; H 0.481; H 0.461; O -0.946; H 0.456; H 0.495; O -0.961; H 0.500; H 0.468; O -0.968; H 0.514; H 0.470; O -1.012; H 0.501; H 0.476; O -0.970; H 0.501; H 0.477; O -0.974; H 0.505; H 0.471; O -0.973; H 0.477; H 0.511; O -0.980; H 0.510; H 0.502; O -0.964; H 0.483; H 0.461; O -0.937

=====

No. 3
Below is one molecule with the formula C6H4Br2N2O4 in a non-equilibrium geometry, with properties calculated with ωB97M-V/def2-TZVPD.

```
18
Properties=species:S:1:pos:R:3
O -2.882 1.591 0.101
N -2.315 0.484 0.020
O -2.836 -0.601 0.223
C -0.978 0.466 -0.388
Br -0.432 2.257 -0.801
C -0.280 -0.618 -0.707
C 1.106 -0.803 -0.953
C 2.056 -0.063 -0.310
C 1.721 0.977 0.635
C 0.895 1.165 1.651
Br -0.180 0.028 2.631
N -0.949 -2.035 -0.805
O -1.330 -2.301 -1.913
O -1.015 -2.661 0.243
H 1.421 -1.563 -1.571
H 3.073 -0.201 -0.435
H 2.338 1.724 0.278
H 0.587 2.157 2.100
```

Properties
E_HOMO in eV: -9.52
Orbital gap in eV: 7.70
Molecular weight in g/mol: 327.9
SMILES: O=[N+]([O-])/C(Br)=C(/C=C\C=C/Br)[N+](=O)[O-]
Energy relative to the best compared isomer or geometry (same formula, charge and spin) in eV: 2.085

natural (NBO) charges in e: O -0.365; N 0.457; O -0.351; C -0.033; Br 0.156; C 0.114; C -0.273; C -0.083; C -0.307; C -0.263; Br 0.121; N 0.542; O -0.327; O -0.324; H 0.237; H 0.220; H 0.236; H 0.244

=====

No. 4
Below is one molecule with the formula C6H4ClNO in a non-equilibrium geometry, with properties calculated with ωB97M-V/def2-TZVPD.

```
13
Properties=species:S:1:pos:R:3
O 0.946 -1.275 2.665
C 0.621 -1.447 1.550
C 0.274 -0.400 0.542
C -0.634 -0.724 -0.383
C -1.000 0.176 -1.362
C -0.443 1.505 -1.353
N 0.549 1.752 -0.402
C 0.856 0.899 0.462
Cl 2.146 1.343 1.549
H 0.479 -2.355 1.154
H -1.010 -1.757 -0.419
H -1.987 -0.009 -1.998
H -0.797 2.290 -2.004
```

Properties
E_HOMO in eV: -9.79
Orbital gap in eV: 9.48
Molecular weight in g/mol: 141.6
SMILES: O=Cc1cccnc1Cl

natural (NBO) charges in e: O -0.466; C 0.436; C -0.214; C -0.160; C -0.255; C 0.056; N -0.431; C 0.248; Cl 0.018; H 0.098; H 0.224; H 0.231; H 0.216

=====

No. 5
Below is a 2-piece molecular cluster, C6H4F2NO2 overall in a non-equilibrium geometry, with properties calculated with ωB97M-V/def2-TZVPD.

```
15
Properties=species:S:1:pos:R:3
C 0.115 0.330 0.453
C -0.728 1.045 -1.740
C -0.997 -0.519 0.501
C 2.357 -1.381 1.757
C 0.502 0.954 -0.846
C -1.769 -0.638 -0.627
N -1.766 0.332 -1.520
O 1.643 -1.465 2.669
O 3.163 -1.156 0.999
F -1.304 -1.258 1.707
F -2.970 -1.358 -0.348
H 0.293 0.842 1.398
H -0.828 1.920 -2.312
H 0.960 2.042 -0.726
H 1.329 0.311 -1.366
```

Properties
Multiplicity: 3
E_HOMO (spin up / spin down) in eV: 0.07 / -4.34
Orbital gap (spin up / spin down) in eV: 3.19 / 7.44
Total charge: -1
Molecular weight in g/mol: 160.1

natural (NBO) charges in e: C -0.364; C -0.063; C 0.118; C 1.011; C -0.513; C 0.510; N -0.593; O -0.529; O -0.529; F -0.391; F -0.384; H 0.183; H 0.142; H 0.192; H 0.210

=====

No. 6
Below is a 2-piece molecular cluster, C6H4F2NOS overall in a non-equilibrium geometry, with properties calculated with ωB97M-V/def2-TZVPD.

```
15
Properties=species:S:1:pos:R:3
C -1.538 -0.181 0.905
C -1.943 0.810 -1.056
C -1.162 -0.229 -1.592
C -2.136 0.890 0.402
C -0.480 -1.117 -0.814
C 3.227 0.008 1.624
N -0.885 -1.070 0.425
O 1.226 0.164 0.055
F -2.881 1.800 0.968
F 0.345 -2.015 -1.229
S 2.642 -0.301 0.130
H -2.335 1.572 -1.555
H -0.991 -0.191 -2.656
H 2.641 0.232 2.519
H 4.269 -0.371 1.874
```

Properties
E_HOMO in eV: -13.49
Orbital gap in eV: 6.57
Total charge: +1
Molecular weight in g/mol: 176.2
Energy relative to the best compared isomer or geometry (same formula, charge and spin) in eV: 0.000

natural (NBO) charges in e: C 0.540; C -0.085; C -0.275; C 0.295; C 0.677; C -0.664; N -0.263; O -0.991; F -0.229; F -0.232; S 1.177; H 0.257; H 0.283; H 0.250; H 0.260

=====

No. 7
Below is one molecule with the formula C6H4F3I in a non-equilibrium geometry, with properties calculated with ωB97M-V/def2-TZVPD.

```
14
Properties=species:S:1:pos:R:3
C -0.891 0.068 -1.110
C -0.398 -1.105 -0.606
C -0.862 1.482 -0.722
C -0.100 1.822 0.286
C 0.188 -1.359 0.714
C 1.329 -0.508 1.146
F -1.610 2.328 -1.400
F 0.141 3.062 0.726
F -0.673 -1.390 1.825
I 2.904 -0.219 -0.192
H -1.229 0.044 -2.139
H -0.428 -1.990 -1.202
H 0.413 -2.332 0.690
H 1.217 0.097 1.984
```

Properties
E_HOMO (spin up / spin down) in eV: -9.43 / -8.53
Orbital gap (spin up / spin down) in eV: 8.78 / 7.13
Molecular weight in g/mol: 260.0
Energy relative to the best compared isomer or geometry (same formula, charge and spin) in eV: 1.150

natural (NBO) charges in e: C -0.175; C -0.231; C 0.137; C 0.441; C 0.049; C -0.283; F -0.296; F -0.307; F -0.359; I 0.194; H 0.220; H 0.219; H 0.185; H 0.206

=====

- Look up the molecular weight of the sixth one.
  176.2 g/mol

=====

- Number 1 is which compound?
  C6H41NO14

=====

- molecular weight of number 6 (C6H4F2NOS)?
  176.2 g/mol